# 1
The following is a quantum chemistry calculation of a structure of composition C7H10CuN7O, from OMol25.

Computed properties:
**LUMO**: 0.048 eV
**Energy relative to the best compared isomer or geometry (same formula, charge and spin)**: 0.0 kcal per mole

Each line ends with the Mulliken charge.
Element x y z (Å)
Cu 1.26740 -1.81228 0.08938  0.045
N -4.27034 -1.25774 -0.41924  -0.561
C -3.54826 -2.14039 -0.61577  0.543
N -2.65289 -3.13955 -0.67257  -0.651
C -1.42263 -2.92378 -0.39853  0.831
N -0.26620 -2.87095 -0.22188  -0.590
C -3.78526 2.06144 -0.14267  -0.886
N -2.40808 2.57389 -0.05523  -0.170
C -1.30439 1.76872 0.01897  0.442
N -1.59077 0.44745 0.03743  -0.039
O -0.14041 2.23934 0.12001  -0.692
H -4.50906 2.87650 -0.04337  0.314
H -3.95608 1.31249 0.63783  0.338
H -3.98782 1.47984 -1.05398  0.331
H -2.22674 3.48886 0.36401  0.256
H -2.49865 0.03347 0.24840  0.127
H -0.82739 -0.19925 0.15707  -0.026
N 5.12453 -0.77386 0.18885  -0.040
C 4.61136 0.48921 0.16982  -0.494
C 3.27649 0.33866 0.33064  -0.436
N 2.95188 -1.01004 0.35871  0.009
C 4.08648 -1.65444 0.24149  -0.228
H 6.07136 -1.07760 0.14814  0.179
H 5.19563 1.35808 0.01344  0.413
H 2.54413 1.10272 0.36425  0.604
H 4.26570 -2.71078 0.13483  0.381

# 2
The following is a quantum chemistry calculation of a structure of composition C38H38FNO5PSTl, from OMol25.

Computed properties:
**LUMO**: -1.038 eV
**Energy relative to the best compared isomer or geometry (same formula, charge and spin)**: 9.8 kcal per mole

Each line ends with the Mulliken charge.
Element x y z (Å)
Tl -2.14488 -1.54762 0.66158  1.098
C -1.68079 3.29009 2.71654  -1.839
C -1.37670 1.97354 1.99488  0.543
C -0.34524 1.16376 2.78957  -0.823
C -0.88160 2.19173 0.57560  0.159
C 0.29433 2.91029 0.37556  -0.339
C 0.82839 3.08852 -0.89162  -0.909
C 0.19309 2.50249 -1.97690  -0.531
C -0.97211 1.75050 -1.82723  0.598
C -1.61462 1.16785 -3.07907  0.126
C -1.82566 -0.35321 -3.02823  -0.989
C -2.93694 1.86505 -3.41960  -1.385
C -1.54776 1.61275 -0.53838  -0.091
N -2.69592 0.83332 -0.40495  0.668
C -3.89245 1.36821 -0.06449  -0.387
C -4.18125 2.75187 0.04451  -0.452
C -5.43429 3.21811 0.41876  -0.916
C -6.48244 2.34511 0.67345  -0.504
C -6.25777 0.97971 0.50988  -0.698
C -5.01313 0.53475 0.14416  0.495
F -4.83461 -0.81810 -0.02323  -0.326
H -1.98773 3.08815 3.74660  0.455
H -2.48442 3.83268 2.22024  0.416
H -0.79484 3.93236 2.74809  0.269
H -2.29426 1.39101 1.95786  0.406
H 0.57775 1.73462 2.92742  0.780
H -0.10084 0.23402 2.26772  -0.946
H -0.73827 0.88600 3.77016  0.485
H 0.80211 3.35410 1.22786  0.429
H 1.71985 3.69078 -1.03561  0.403
H 0.60242 2.64795 -2.97592  0.525
H -0.91886 1.37272 -3.90138  0.293
H -2.59927 -0.59508 -2.30196  0.007
H -0.90813 -0.87727 -2.74428  0.015
H -2.13839 -0.72031 -4.01204  0.503
H -3.68621 1.65734 -2.65555  0.162
H -3.31491 1.49791 -4.38001  0.473
H -2.80234 2.94634 -3.49232  0.341
H -3.38762 3.45233 -0.18883  0.557
H -5.59841 4.28794 0.50483  0.385
H -7.45318 2.71073 0.98273  0.385
H -7.04858 0.25249 0.66306  0.431
O -0.43058 -3.73707 -0.28376  -0.546
C 0.61092 -3.21323 -0.15225  -0.239
O 0.76689 -1.86304 -0.58279  0.463
C 1.93152 -3.74921 0.23486  0.578
C 2.16540 -5.01103 0.74808  -0.886
C 3.47506 -5.40229 0.97605  -0.589
C 4.53496 -4.54194 0.70479  -0.737
C 4.30073 -3.26361 0.22194  -0.577
C 2.98970 -2.88293 -0.01023  0.175
P 2.28749 -1.34624 -0.58139  1.990
C 2.65464 -0.95349 -2.27327  0.341
C 3.40231 -1.82440 -3.06521  -0.922
C 3.54068 -1.55628 -4.41706  -0.800
C 2.92571 -0.43949 -4.96933  -0.757
C 2.17249 0.41813 -4.17663  -0.705
C 2.03364 0.16948 -2.82192  0.152
C 2.62066 0.03329 0.47308  0.742
C 2.12879 0.05792 1.77911  -0.431
C 2.52123 1.08169 2.62490  -0.571
C 3.42018 2.04424 2.18388  -0.626
C 3.92826 1.99929 0.88977  -0.687
C 3.53215 0.99535 0.02552  -0.682
H 1.32986 -5.66872 0.96170  0.530
H 3.67919 -6.38892 1.37076  0.432
H 5.55146 -4.87742 0.86834  0.453
H 5.12119 -2.58250 0.03097  0.526
H 3.87259 -2.69865 -2.62967  0.418
H 4.11623 -2.22727 -5.04218  0.422
H 3.03497 -0.23513 -6.02749  0.409
H 1.67508 1.27640 -4.61065  0.423
H 1.44366 0.83896 -2.19961  -0.096
H 1.43448 -0.69870 2.12258  0.359
H 2.12566 1.10414 3.63309  0.766
H 3.73363 2.83633 2.85295  0.419
H 4.63382 2.74886 0.55666  0.467
H 3.91577 0.96303 -0.98730  0.422
C -0.89548 -3.98227 4.09874  -1.075
S -0.57213 -2.30174 3.59469  1.120
O -1.88809 -1.69747 3.37399  -0.700
O 0.22765 -1.68771 4.62910  -0.668
O 0.16929 -2.45148 2.31968  -0.534
H -1.72392 -3.97417 4.80531  0.383
H 0.01018 -4.36577 4.56657  0.327
H -1.15145 -4.55048 3.20415  0.235

# 3
The following is a quantum chemistry calculation of a cluster of 2 separate species, CHF3O in total, from OMol25.

Computed properties:
**LUMO**: -0.559 eV
**Energy relative to the best compared isomer or geometry (same formula, charge and spin)**: 65.1 kcal per mole

Each line ends with the Mulliken charge.
Element x y z (Å)
C -0.26566 -0.41240 0.04885  0.804
O 0.83494 -0.46649 -0.63049  -0.343
F 0.32788 1.52516 0.76803  -0.700
F -0.54495 -1.31191 0.98688  -0.115
F -1.38799 0.15827 -0.29904  -0.083
H 1.03578 0.50737 -0.87424  0.438

# 4
The following is a quantum chemistry calculation of a structure of composition C20H24IN5O3, from OMol25.

Computed properties:
**LUMO**: 0.387 eV

Each line ends with the Mulliken charge.
Element x y z (Å)
C 2.06064 1.05195 0.39382  -0.835
C 0.71620 1.81982 0.47412  -0.494
N -0.37411 1.24649 -0.31796  -0.047
C -0.30046 0.98100 -1.60571  0.412
C 0.83594 1.13203 -2.58716  -0.688
C 1.13121 -0.27575 -3.20056  -0.582
C 2.60593 -0.70938 -3.06350  0.197
O 3.47557 0.09393 -3.31711  -0.540
N 2.82008 -2.08169 -2.68757  -0.194
C 3.38990 -2.26312 -1.38281  0.108
C 4.13445 -1.32552 -0.68889  -0.143
C 4.64768 -1.59494 0.57067  -0.664
C 4.42984 -2.82669 1.15450  -0.371
C 3.71495 -3.79760 0.46616  -0.711
C 3.20253 -3.49954 -0.77274  -0.076
N -1.45966 0.49251 -2.09328  -0.817
C -2.26068 0.48743 -1.01164  0.348
N -3.53267 0.06710 -1.10027  -0.120
C -4.51167 -0.04582 -0.04365  -0.504
O -5.07567 1.19469 0.32239  -0.076
O -6.28536 1.31631 -0.40511  -0.466
N -1.64826 0.92655 0.09133  0.812
C -2.04746 1.15051 1.44951  -0.725
C -2.71747 2.30803 1.81973  0.015
C -3.11600 2.48176 3.12265  -0.693
C -2.89311 1.52375 4.09965  -0.392
C -2.21243 0.37363 3.72589  -0.735
C -1.80136 0.18568 2.41892  -0.221
H 1.96155 0.02457 0.04185  -0.120
H 2.55932 1.10785 1.36826  0.396
H 2.73495 1.58666 -0.29453  0.399
H 0.90129 2.82953 0.07590  0.189
H 0.46342 1.95466 1.52763  0.401
H 0.44754 1.74872 -3.40741  0.404
H 1.72733 1.61541 -2.18689  0.457
H 0.48427 -1.04789 -2.76895  0.428
H 0.91905 -0.27969 -4.27980  0.342
H 3.32734 -2.59941 -3.39725  0.309
H 4.34748 -0.34885 -1.11853  0.459
H 5.23332 -0.85603 1.11485  0.397
H 4.83428 -2.98967 2.15326  0.360
H 3.56603 -4.77186 0.92779  0.352
H 2.64133 -4.26948 -1.30270  0.350
H -3.83028 -0.20849 -2.02305  0.317
H -5.33433 -0.68085 -0.38733  0.388
H -4.04365 -0.51453 0.82828  0.335
H -6.70183 2.14009 -0.12058  0.310
H -2.94303 3.09542 1.10061  0.491
H -3.66037 3.38335 3.40489  0.360
H -3.22858 1.63254 5.12969  0.409
H -2.02323 -0.41654 4.45368  0.425
H -1.25132 -0.79551 2.13975  0.593
I -0.06043 -1.75311 1.18916  -0.548

# 5
The following is a quantum chemistry calculation of a cluster of 2 separate species, C9H13NO2 in total, from OMol25.

Computed properties:
**Charge**: -1
**2S+1**: 2
**LUMO (alpha / beta)**: 3.561 / 3.433 eV
**Energy relative to the best compared isomer or geometry (same formula, charge and spin)**: 37.2 kcal per mole

Each line ends with the Löwdin spin population.
Element x y z (Å)
C -2.06608 2.11651 -2.08151  0.064
C 0.16292 1.68785 1.44515  0.017
C -1.20384 1.40203 1.54334  0.030
C 0.83390 2.03468 0.30735  0.019
C -1.83801 1.31086 0.31377  0.061
C 0.07242 2.21006 -0.85132  0.042
C -1.26750 1.95397 -0.82092  0.028
O 0.95304 1.81167 2.60939  0.012
H 0.78367 1.08844 3.23658  0.007
H -1.71422 1.10081 2.44953  0.011
H 1.91381 2.01260 0.16359  0.011
H -2.86235 0.99300 0.33368  0.019
H 0.60341 2.37247 -1.77699  0.019
H -2.26979 1.09435 -2.56173  0.035
H -1.54614 2.47489 -2.96203  0.008
H -2.95942 2.67714 -1.84531  0.003
C 0.78340 -3.68152 0.76946  0.166
C 1.77726 -2.66823 0.24720  0.073
O 2.47074 -1.95067 0.95531  0.008
N 1.95399 -2.70117 -1.07838  0.103
H 1.10097 -4.68144 0.96189  0.016
H -0.13490 -3.75700 0.18329  0.061
H 2.54211 -2.06529 -1.60084  0.065
H 1.45029 -3.24184 -1.77373  0.103
H 0.46030 -3.59418 1.83324  0.020

no.,total energy (eV),strongest force on any atom (eV Å⁻¹)
1,-64539.7287,2.06
2,-79286.1866,0.81
3,-11250.7413,3.34
4,-42818.3479,4.99
5,-15127.1591,3.14